DFT (wB97M-V/def2-TZVPD) results for C3H10FN5O3S3 as an isolated structure.

Geometry as XYZ:
```
25
Properties=species:S:1:pos:R:3:forces:R:3
H -1.667187 3.553105 -0.176705 -0.044 -0.555 -0.884
F -2.177421 -1.163759 -1.880594 0.889 -0.059 1.262
C 2.247514 -2.105949 1.303639 -0.718 -1.391 -1.135
N 2.055145 -0.808058 0.664066 -0.134 -0.092 0.237
S 0.492645 -0.344897 0.596627 0.305 -0.653 -0.251
H 4.023337 -0.206146 0.393869 -1.548 0.670 -1.121
S -1.760656 -1.608660 -0.311236 -0.325 -0.486 -2.136
S -1.955547 0.967521 0.548561 1.957 0.921 -0.681
H 2.536486 0.627791 -0.696146 1.928 -1.410 0.621
O -0.034303 -0.322390 1.929292 0.131 -0.617 0.702
N -0.252458 -1.652625 -0.215490 -0.303 0.517 0.601
H 1.738983 -2.845999 0.617596 0.266 0.302 1.032
N 0.321090 0.895472 -0.256057 -2.010 0.884 0.707
H 1.733610 -2.037667 2.263947 0.398 -0.558 0.028
N -2.525209 -0.443828 0.427652 0.001 0.087 0.433
O -2.292958 1.680345 1.740632 0.732 -0.179 -0.809
H 3.383374 -1.069385 -1.046693 -0.921 1.030 0.843
H -0.787769 2.990933 -1.608228 -0.790 -0.886 0.621
H 3.293692 -2.503644 1.341254 -0.690 1.201 0.219
H -2.270035 3.707185 -1.725211 -2.432 0.580 -1.414
N -2.372420 1.750437 -0.792434 -1.508 -1.077 -0.535
O -2.486131 -2.808830 -0.200671 -0.076 -0.531 0.316
C 3.061992 -0.312563 -0.240979 0.584 0.418 -0.884
H -2.486925 1.078116 -1.533730 -0.067 -0.341 -0.290
C -1.818852 2.983505 -1.142959 4.374 2.225 2.520
```
Forces are in eV/Å.

Summary:
HOMO-LUMO gap (alpha / beta) = 0.278 / 0.278 hartree
E = -52081.3500 eV
energy relative to the best compared isomer or geometry (same formula, charge and spin) = 317.9 kJ/mol